(1)
78
Properties=species:S:1:pos:R:3 method="wB97M-V/def2-TZVPD" homo_ha="-0.499 / -0.499" charge=+2 mol_weight_g_mol=675.69 s_squared=1.173 largest_force_ha_per_bohr=0.08239 spin_multiplicity=2
Pd -0.01 0.02 -0.10
C -1.42 -1.68 2.95
C -0.47 -0.57 3.15
C -0.02 -0.04 4.37
C 0.86 0.96 4.03
N 0.94 1.02 2.69
N 0.12 0.10 2.15
B 1.84 1.95 1.85
N 0.92 2.80 0.94
C 0.76 4.12 0.79
C -0.20 4.34 -0.17
C -0.61 3.07 -0.58
C -1.63 2.73 -1.60
N 0.08 2.16 0.10
N 2.71 1.06 0.93
C 4.05 1.01 0.87
C 4.41 0.06 -0.06
C 3.20 -0.46 -0.54
C 3.01 -1.51 -1.57
N 2.20 0.16 0.07
N 2.78 2.66 2.80
C 3.11 3.94 3.09
C 4.09 3.93 4.06
C 4.32 2.55 4.33
C 5.27 1.96 5.28
N 3.52 1.84 3.56
H -2.20 -1.65 3.71
H -1.88 -1.63 1.96
H -0.90 -2.64 3.04
H -0.30 -0.36 5.36
H 1.43 1.61 4.67
H 1.30 4.86 1.34
H -0.56 5.29 -0.53
H -1.94 3.63 -2.12
H -1.22 2.02 -2.32
H -2.50 2.29 -1.12
H 4.68 1.64 1.47
H 5.40 -0.24 -0.35
H 3.98 -1.86 -1.91
H 2.46 -2.36 -1.17
H 2.45 -1.12 -2.42
H 2.67 4.79 2.62
H 4.58 4.77 4.52
H 5.81 2.73 5.81
H 4.76 1.32 5.99
H 5.99 1.32 4.76
B 0.03 -0.03 -4.98
C 0.06 -0.04 -3.46
N 0.02 -0.04 -2.30
H 0.36 -1.12 -5.33
H -0.98 0.46 -5.36
H 0.94 0.52 -5.54
C -8.63 0.54 -1.64
C -7.16 0.43 -1.48
C -6.32 0.53 -2.59
C -4.94 0.42 -2.48
C -4.10 0.66 -3.69
C -4.37 0.15 -1.20
C -2.97 -0.18 -1.13
O -2.25 -0.25 -0.13
C -5.21 0.12 -0.05
C -4.68 -0.13 1.32
C -6.58 0.25 -0.23
H -8.91 0.84 -2.64
H -9.04 1.24 -0.92
H -9.09 -0.43 -1.43
H -6.75 0.69 -3.56
H -4.72 0.86 -4.55
H -3.47 -0.21 -3.91
H -3.44 1.51 -3.53
H -2.53 -0.43 -2.11
H -3.74 0.38 1.48
H -4.50 -1.20 1.44
H -5.39 0.17 2.08
H -7.23 0.16 0.63
O 1.76 -2.80 1.23
N 0.64 -2.56 0.91
O 0.12 -2.12 -0.10



(2)
90
Properties=species:S:1:pos:R:3 method="wB97M-V/def2-TZVPD" homo_ha=-0.471 charge=+1 mol_weight_g_mol=830.58 largest_force_ha_per_bohr=0.08986 spin_multiplicity=1
C 4.22 0.62 -0.06
C 3.34 1.22 -1.20
O 3.53 0.98 -2.33
N 2.22 2.19 -0.84
C 2.97 3.43 -0.54
C 2.99 4.51 -1.68
O 3.56 3.64 0.47
C 1.36 1.73 0.15
N 0.87 0.44 0.37
C 1.15 -0.79 -0.38
N 1.02 -0.60 -1.85
C -0.02 0.32 1.43
C -0.77 -0.87 2.04
C 0.17 -2.05 2.44
O 1.14 -1.92 3.08
F -0.18 -3.31 2.01
C -0.14 1.66 1.92
C -1.06 2.04 3.09
O -0.78 1.61 4.17
N -2.26 2.90 2.99
C -2.14 3.95 3.97
O -3.06 4.44 4.50
F -0.89 4.44 4.32
N 0.70 2.45 1.10
C 0.67 3.88 1.42
C -0.68 4.50 0.85
C -0.45 5.28 -0.50
O 0.38 6.44 -0.30
H 5.30 0.88 -0.21
H 4.13 -0.49 0.06
H 3.93 1.13 0.90
H 2.50 5.46 -1.37
H 4.07 4.63 -1.98
H 2.47 4.08 -2.58
H 0.50 -1.66 -0.11
H 2.21 -1.11 -0.18
H 0.33 0.14 -2.04
H 0.78 -1.47 -2.31
H -1.30 -0.52 2.97
H -1.58 -1.20 1.33
H -3.04 2.34 3.36
H 1.49 4.52 1.03
H 0.64 4.06 2.53
H -1.43 3.70 0.59
H -1.17 5.19 1.57
H -1.47 5.66 -0.82
H -0.09 4.61 -1.33
H 0.12 7.09 -0.97
C -1.60 -7.42 -1.82
C -0.63 -7.22 -2.97
O -0.31 -5.82 -3.13
C 0.63 -5.34 -2.32
O 1.20 -5.97 -1.48
C 0.90 -3.87 -2.64
F -0.24 -3.16 -2.81
F 1.61 -3.72 -3.77
F 1.59 -3.24 -1.66
H -2.49 -6.80 -1.96
H -1.90 -8.46 -1.75
H -1.15 -7.12 -0.87
H -1.09 -7.54 -3.90
H 0.28 -7.81 -2.83
C -5.50 8.35 -0.22
C -5.07 8.68 -1.63
O -4.49 7.52 -2.27
C -5.36 6.64 -2.78
O -6.55 6.75 -2.75
C -4.60 5.49 -3.46
F -3.58 5.03 -2.72
F -4.08 5.88 -4.64
F -5.39 4.45 -3.72
H -4.67 7.94 0.35
H -5.87 9.25 0.28
H -6.30 7.61 -0.21
H -4.29 9.44 -1.61
H -5.89 9.07 -2.23
C 2.29 -7.46 3.93
C 2.69 -7.10 2.51
O 3.36 -8.21 1.88
C 2.57 -9.15 1.37
O 1.37 -9.14 1.41
C 3.41 -10.23 0.68
F 4.46 -10.61 1.43
F 3.89 -9.80 -0.50
F 2.70 -11.34 0.43
H 3.15 -7.80 4.50
H 1.85 -6.59 4.43
H 1.56 -8.27 3.94
H 3.40 -6.28 2.53
H 1.84 -6.78 1.92